Entry 1:
A structure of composition C58H46N8O5PdS at a distorted geometry. Source: OMol25; level of theory: ωB97M-V/def2-TZVPD.

```
! RIJCOSX wB97M-V def2-TZVPD def2/J DEFGRID3
* xyz 2 5
Pd -0.1222 -1.2464 0.5349
C -2.4113 5.3814 7.3655
O -2.7566 5.1308 6.0248
C -2.4155 3.9948 5.4968
C -2.5836 3.9879 4.1606
C -2.2595 2.7269 3.4401
C -1.7742 1.6529 4.0660
C -1.5741 1.7025 5.5187
C -2.0472 2.8629 6.2869
C -1.2337 0.4917 3.1952
C 0.1175 0.3076 3.1239
C 1.0730 0.7957 4.0934
C 2.2914 0.2685 3.7490
C 2.0400 -0.4679 2.5765
N 0.7718 -0.4393 2.2979
C 3.1466 -1.0607 1.8496
C 3.1061 -1.3776 0.6137
C 4.0273 -1.8570 -0.3785
C 3.4919 -2.1639 -1.5877
C 2.0600 -1.9911 -1.4366
C 1.1378 -2.2992 -2.4443
C 1.5888 -2.5928 -3.7926
C 2.2302 -1.5307 -4.5492
C 2.6260 -1.7050 -5.8578
C 2.4876 -2.9755 -6.4914
O 2.9380 -3.2191 -7.7071
C 3.7846 -2.2623 -8.3842
C 1.8747 -4.0096 -5.7642
C 1.4895 -3.8223 -4.4939
C -0.2873 -2.3659 -2.2703
N -0.9029 -2.0574 -1.1301
C -2.2720 -2.2503 -1.3518
C -3.4085 -1.9310 -0.5263
C -4.7589 -2.1977 -0.9850
C -5.5752 -0.9824 -1.0935
C -6.9063 -0.9797 -1.5122
C -7.4667 -2.1920 -1.9466
O -8.7430 -2.1379 -2.3202
C -9.5174 -3.3201 -2.2250
C -6.7469 -3.3308 -1.8386
C -5.3737 -3.3463 -1.4039
C -3.0999 -1.3447 0.6276
C -4.2743 -0.8594 1.5480
C -3.6470 0.0765 2.4556
C -2.1418 -0.0727 2.2931
N -1.9218 -0.9444 1.2225
C -2.4315 -2.6414 -2.8203
C -1.2722 -2.7277 -3.3180
N 1.7461 -1.6651 -0.1961
C 4.4573 -1.1336 2.4875
C 4.6996 -1.8811 3.6371
C 5.9823 -1.8759 4.1593
C 7.0352 -1.2304 3.5263
O 8.3208 -1.1800 3.9684
C 8.8517 -2.1459 4.9069
C 6.7850 -0.5051 2.3169
C 5.5270 -0.3742 1.8813
H -2.9457 6.2907 7.7144
H -1.3019 5.4411 7.4858
H -2.7863 4.5327 7.9105
H -2.8055 4.9605 3.7167
H -2.4761 2.5896 2.3913
H -1.1031 0.8843 6.0475
H -1.9987 2.8979 7.4036
H 0.9392 1.4098 4.9457
H 3.0543 0.5414 4.4185
H 5.0667 -1.9482 -0.1787
H 3.8550 -2.8072 -2.4160
H 2.2754 -0.5517 -4.0965
H 3.1048 -0.8667 -6.3121
H 4.1655 -2.8327 -9.2262
H 4.5876 -2.0285 -7.6931
H 3.1298 -1.4679 -8.6893
H 1.6793 -5.0195 -6.1569
H 1.0484 -4.6215 -3.9513
H -5.1146 -0.0924 -0.7436
H -7.5245 -0.1264 -1.5558
H -10.5840 -2.9997 -2.3501
H -9.4632 -3.8426 -1.2883
H -9.2566 -3.9776 -3.0280
H -7.1309 -4.3001 -2.1626
H -4.8250 -4.2662 -1.5140
H -5.3998 -0.8207 1.4315
H -4.3017 0.7608 2.9743
H -3.4422 -2.8228 -3.1593
H -1.0336 -3.0772 -4.3406
H 3.9263 -2.3822 4.1570
H 6.1120 -2.2763 5.1047
H 9.9203 -1.8341 4.9523
H 8.7368 -3.1009 4.5010
H 8.3031 -2.1531 5.9163
H 7.5819 0.0271 1.8165
H 5.2417 0.2279 1.0161
S 3.5410 1.5631 -1.6348
C 3.2653 3.1674 -1.3482
N 4.1988 4.2038 -1.6551
C 4.2670 5.4111 -1.1037
C 3.2596 5.6744 -0.3042
C 2.1769 4.8206 -0.1727
N 2.1843 3.6548 -0.7063
H 4.9464 3.9190 -2.2613
H 5.0142 6.0874 -1.4092
H 3.2373 6.6035 0.2406
H 1.3144 5.1069 0.4164
N -4.1486 2.5742 -0.1835
C -3.0670 3.2448 -0.6175
O -2.9285 4.4197 -0.3132
C -2.0845 2.5411 -1.5171
C -2.5714 1.5568 -2.3573
C -1.7239 0.9277 -3.2707
C -0.3828 1.3179 -3.2218
N 0.1207 2.2879 -2.4163
C -0.7403 2.9094 -1.6336
H -4.7954 3.0968 0.3548
H -4.3152 1.6363 -0.3849
H -3.6090 1.3471 -2.2025
H -2.0583 0.2131 -3.9821
H 0.3407 0.8737 -3.8998
H -0.4387 3.8073 -1.0556
*
```

E_tot, eV: -97342.624
Strongest force on any atom, eV/A: 9.2
Expectation value of S²: 6.06
Energy above the lowest of the compared OMol25 structures with the same formula, charge and spin, kcal per mole: 90.2
HOMO level (alpha / beta), eV: -10.05 / -11.78

Entry 2:
A structure of composition C23H24N5OV at a distorted geometry. Source: OMol25; level of theory: ωB97M-V/def2-TZVPD.

```
! RIJCOSX wB97M-V def2-TZVPD def2/J DEFGRID3
* xyz 1 4
V 0.1335 0.2795 -1.7051
C -3.6810 -2.9445 3.4751
C -2.6963 -2.1622 2.6516
C -1.4936 -1.6932 3.1667
C -0.5797 -1.0240 2.3820
C -0.8031 -0.7373 1.0217
N 0.1201 -0.0851 0.2409
C 1.3513 0.3492 0.7548
C 1.4434 1.3015 1.7805
C 2.6563 1.7677 2.2438
C 3.8586 1.3425 1.6779
C 5.1854 1.8861 2.1280
C 3.7892 0.4240 0.6434
C 2.5652 -0.0782 0.2065
N 2.6314 -1.0924 -0.8247
C 3.5968 -2.0141 -0.9759
C 3.3057 -2.7608 -2.0959
C 2.1360 -2.1914 -2.5926
N 1.7090 -1.1964 -1.8206
C -2.0258 -1.2195 0.5090
C -2.9236 -1.9251 1.3071
N -2.4354 -1.0893 -0.8952
C -3.6697 -1.3046 -1.3909
C -3.6010 -1.3255 -2.7674
C -2.2559 -1.0989 -3.0398
N -1.5595 -0.9355 -1.9175
H -3.5679 -2.7352 4.5387
H -3.5551 -4.0215 3.3449
H -4.7080 -2.7011 3.1999
H -1.2467 -1.8690 4.2077
H 0.3533 -0.7107 2.8276
H 0.5199 1.6649 2.2142
H 2.6757 2.4933 3.0485
H 5.1387 2.2650 3.1483
H 5.5099 2.7088 1.4875
H 5.9634 1.1233 2.0967
H 4.7002 0.0971 0.1584
H 4.3834 -2.0931 -0.2454
H 3.8597 -3.5966 -2.4833
H 1.5497 -2.4830 -3.4495
H -3.8195 -2.3387 0.8678
H -4.5067 -1.4383 -0.7311
H -4.4133 -1.4891 -3.4525
H -1.7449 -1.0288 -3.9881
C -2.5256 2.9164 -2.0342
C -1.0606 3.1500 -2.0149
C -0.4429 4.4853 -2.2135
O -0.3207 2.1969 -1.8033
H -3.1068 3.8286 -2.1486
H -2.8255 2.4109 -1.1149
H -2.7789 2.2420 -2.8553
H -1.1767 5.2539 -2.4445
H 0.2920 4.4285 -3.0164
H 0.0965 4.7675 -1.3080
*
```

E_tot, eV: -59421.175
Strongest force on any atom, eV/A: 1.1
Expectation value of S²: 3.76
HOMO level (alpha / beta), eV: -9.14 / -9.66